{"formula": "C36H60ClIN4O11PS", "method": "ωB97M-V/def2-TZVPD", "elements": ["C", "C", "N", "N", "C", "C", "C", "C", "S", "O", "O", "Cl", "C", "C", "O", "O", "C", "C", "C", "C", "C", "C", "C", "C", "P", "O", "O", "C", "C", "O", "C", "C", "C", "C", "I", "C", "C", "H", "H", "H", "H", "H", "H", "H", "H", "H", "H", "H", "H", "H", "H", "H", "H", "H", "H", "H", "H", "H", "H", "H", "H", "H", "H", "H", "H", "H", "H", "H", "H", "H", "H", "H", "H", "H", "H", "H", "H", "H", "H", "H", "H", "H", "H", "H", "H", "H", "H", "C", "C", "C", "C", "C", "C", "N", "O", "O", "H", "H", "H", "H", "H", "C", "C", "C", "C", "C", "C", "N", "O", "O", "H", "H", "H", "H", "H"], "coordinates": [[-0.646, 5.458, -1.441], [0.036, 4.129, -2.102], [-0.678, 3.220, -2.948], [-1.969, 2.779, -2.734], [-2.697, 3.814, -3.598], [-4.226, 4.192, -3.233], [-5.223, 4.394, -4.561], [-6.632, 5.034, -3.930], [-7.900, 3.721, -3.478], [-7.315, 2.738, -2.395], [-9.156, 4.396, -2.808], [-8.582, 2.682, -5.158], [-2.420, 2.646, -1.315], [-3.157, 1.196, -0.923], [-4.596, 1.171, -1.306], [-2.395, 0.006, -1.273], [-1.412, 0.182, -2.334], [-1.034, -1.236, -3.154], [-1.789, -2.557, -2.549], [-1.895, -3.760, -3.707], [-2.307, -5.129, -2.838], [-0.414, -4.092, -4.360], [0.040, 0.459, -1.626], [0.395, -0.713, -0.486], [2.113, -1.538, -0.776], [2.558, -1.602, -2.290], [3.265, -0.554, 0.153], [4.202, 0.133, -0.750], [3.467, 1.397, -1.552], [2.248, -3.152, -0.130], [1.198, -3.452, 0.856], [1.276, -2.550, 2.235], [-1.995, 1.354, -3.348], [-3.291, 0.947, -4.229], [-2.697, 0.879, -6.394], [-4.036, -0.480, -4.004], [-5.553, -0.387, -4.705], [-1.584, 5.249, -0.754], [-0.941, 6.189, -2.312], [0.126, 6.047, -0.750], [0.565, 3.583, -1.179], [0.973, 4.556, -2.716], [-0.502, 3.473, -3.967], [-2.136, 4.870, -3.632], [-2.681, 3.533, -4.762], [-4.799, 3.465, -2.520], [-4.241, 5.256, -2.693], [-5.422, 3.378, -5.116], [-4.735, 5.216, -5.239], [-7.109, 5.801, -4.700], [-6.392, 5.623, -2.938], [-3.137, 3.468, -0.891], [-1.541, 2.649, -0.500], [-3.194, 1.213, 0.273], [-5.069, 0.595, -0.627], [-1.359, -1.164, -4.301], [0.109, -1.471, -3.176], [-1.211, -3.075, -1.644], [-2.886, -2.387, -2.182], [-2.727, -3.535, -4.514], [-3.304, -4.841, -2.249], [-1.500, -5.330, -1.984], [-2.478, -6.067, -3.517], [-0.133, -3.413, -5.272], [0.446, -3.994, -3.540], [-0.340, -5.221, -4.739], [0.166, 1.467, -1.071], [0.911, 0.416, -2.442], [-0.468, -1.491, -0.346], [0.496, -0.158, 0.567], [5.014, 0.656, -0.048], [4.810, -0.573, -1.462], [2.549, 1.701, -0.859], [4.189, 2.314, -1.664], [3.048, 1.036, -2.608], [1.384, -4.578, 1.202], [0.101, -3.465, 0.386], [0.182, -2.097, 2.390], [1.497, -3.203, 3.195], [1.999, -1.627, 2.169], [-1.117, 1.397, -4.166], [-4.198, 1.682, -4.260], [-4.219, -0.827, -2.913], [-3.510, -1.389, -4.573], [-5.512, -0.222, -5.862], [-6.169, -1.395, -4.537], [-6.163, 0.483, -4.198], [3.222, -1.021, 7.818], [3.671, 0.256, 7.477], [3.256, 0.849, 6.284], [2.383, 0.153, 5.436], [1.937, -1.133, 5.772], [2.361, -1.716, 6.967], [1.922, 0.781, 4.192], [2.354, 1.911, 3.922], [1.125, 0.147, 3.486], [3.545, -1.477, 8.752], [4.343, 0.791, 8.145], [3.615, 1.845, 6.033], [1.263, -1.686, 5.121], [2.018, -2.713, 7.237], [9.240, -3.330, 7.088], [9.148, -2.357, 8.085], [8.053, -2.343, 8.950], [7.052, -3.315, 8.811], [7.138, -4.288, 7.806], [8.237, -4.290, 6.945], [5.911, -3.321, 9.734], [5.862, -2.433, 10.597], [5.065, -4.217, 9.599], [10.099, -3.340, 6.419], [9.933, -1.611, 8.189], [7.996, -1.578, 9.722], [6.367, -5.045, 7.683], [8.314, -5.043, 6.163]], "forces_ev_per_a": [[-0.3386, 0.7542, -0.1095], [2.7780, 2.0176, 3.0249], [4.3981, 0.3804, -1.2948], [-1.6762, 0.4106, -1.3782], [-3.0874, 2.7075, -2.4646], [-1.2885, 0.6924, 0.1114], [0.1212, 0.3893, 1.5061], [1.1522, 0.8839, -1.4848], [-3.3806, -0.4231, 8.0663], [-0.8655, 3.0928, -5.0142], [4.7141, -1.8258, -3.6670], [0.9102, 0.7818, 0.7550], [-0.7654, -0.9605, 4.2489], [-0.5691, 0.3957, 2.0353], [2.0157, -0.8152, 1.0286], [-0.7188, 1.5567, -0.5694], [1.4031, -0.0233, -0.0490], [-1.4515, -0.8058, -0.7340], [-0.2598, -1.2790, -0.6419], [1.0357, -1.2133, 1.2841], [-0.6599, 1.2580, 0.5264], [0.3622, -0.3736, -0.0504], [1.3896, -0.0177, -0.0888], [-0.5951, 0.8063, 1.3452], [3.0287, -0.7500, -2.8888], [-1.8533, 0.4010, 4.8051], [-1.6356, -1.5524, -2.7502], [1.6149, 2.1226, -0.2028], [-0.4926, -0.8603, 0.2622], [-2.0633, 3.4393, 0.1177], [-0.4562, -1.7964, 1.8233], [-1.4443, 0.3910, -0.1132], [2.4166, -2.2971, -2.6990], [-1.7933, -0.7027, 0.2722], [-0.1574, 0.3134, 0.9749], [-1.3754, -1.4365, -1.1485], [-0.2105, -0.2255, 0.3742], [1.8659, 0.3380, -1.5625], [0.3609, -1.2218, 1.8132], [-1.5004, -1.5388, -1.6511], [-1.2068, 0.8262, -2.0022], [-2.2496, -1.2577, 1.1129], [-0.8575, -0.7931, 1.8986], [-0.9349, -2.7503, 0.7645], [0.2312, -0.1825, 2.7292], [1.2800, 1.0013, -1.2817], [0.1995, -2.3445, -1.0603], [0.4321, 2.1166, 0.9217], [-1.1225, -1.7590, 1.0171], [0.6806, -1.9004, 1.6781], [-0.8544, -1.4971, -1.7931], [1.2899, -1.3944, -1.5672], [-1.4911, 0.0816, -2.5359], [0.4497, 0.0325, -2.6017], [0.9570, 1.0820, -1.3343], [0.6296, 0.0566, 2.5162], [-2.0314, 0.8299, 0.2893], [-1.0321, 1.3793, -1.9447], [2.1645, 0.0443, -0.6520], [1.7847, -0.3868, 1.5928], [1.9660, -0.9409, -1.3157], [-1.5579, 0.3071, -2.1059], [0.3850, 1.8574, 1.3826], [-0.5615, -1.1514, 1.7864], [-1.9297, -0.0445, -1.6689], [-0.4223, 2.4985, 0.7889], [-0.4699, -1.6402, -1.0169], [-2.1195, 0.1771, 1.6644], [1.7725, 1.4259, -0.5041], [-0.1671, -1.2926, -2.2204], [-1.9207, -1.3600, -1.2363], [-1.6267, 1.2054, 1.3456], [1.9684, -0.4512, -1.4869], [-1.3877, -1.8883, 0.1657], [1.0342, 0.8728, 2.3502], [-0.2528, 2.4579, -1.0698], [2.4801, 0.3170, 0.8427], [2.4094, -0.8850, -0.1765], [-0.2083, 1.3167, -2.1825], [-1.2531, -2.0459, 0.0381], [-2.0100, 0.1213, 1.9985], [2.1070, -0.9426, 0.4846], [0.6482, 1.1238, -1.8283], [-0.8449, 2.2233, 1.3775], [0.0796, -0.2008, 2.2227], [1.5277, 2.1924, -0.2272], [1.1625, -1.6467, -0.9844], [-0.0092, 0.0265, -0.0875], [-0.2485, -0.1703, -0.2878], [-0.0313, -0.0295, -0.0132], [0.2813, -0.3882, 0.7944], [0.0247, 0.0299, 0.0297], [0.1025, 0.3638, -0.1485], [-0.1408, 0.7723, -0.8234], [-0.7302, -1.7172, 0.2687], [0.9458, 0.9964, 0.8456], [-0.0646, 0.0806, -0.1700], [-0.1503, -0.0859, -0.1827], [-0.2145, -0.2621, -0.1099], [0.1601, 0.3213, 0.0499], [0.0578, 0.2161, -0.0921], [-0.1091, -0.0031, 0.0751], [-0.3060, -0.2654, -0.0344], [-0.0330, -0.0588, -0.0257], [0.8046, 0.0006, -0.6118], [0.0169, 0.0395, 0.0281], [-0.0428, 0.2902, 0.3010], [-0.9688, -0.0237, 0.8483], [-0.0168, -1.2539, -1.2770], [1.1347, 1.3379, 0.1839], [-0.1858, 0.0043, 0.1413], [-0.2053, -0.1463, 0.0216], [-0.1654, -0.2977, -0.1161], [0.1042, 0.2760, 0.2160], [-0.0658, 0.1421, 0.1931]], "lowdin_charge": [-0.111, -0.256, -0.090, -0.196, -0.115, -0.182, -0.177, -0.257, 0.487, -0.427, -0.417, 0.352, -0.008, -0.247, -0.053, -0.091, -0.294, -0.086, -0.177, -0.361, -0.126, -0.116, -0.137, -0.175, 0.802, -0.364, -0.309, -0.274, -0.107, -0.262, -0.281, -0.111, -0.168, -0.555, 0.853, -0.304, -0.133, 0.078, 0.079, 0.109, 0.118, 0.164, 0.175, 0.151, 0.129, 0.102, 0.133, 0.110, 0.130, 0.136, 0.129, 0.157, 0.168, 0.190, 0.142, 0.106, 0.110, 0.105, 0.106, 0.130, 0.085, 0.090, 0.085, 0.078, 0.096, 0.092, 0.075, 0.116, 0.085, 0.113, 0.135, 0.129, 0.072, 0.082, 0.079, 0.138, 0.108, 0.090, 0.088, 0.067, 0.125, 0.066, 0.102, 0.088, 0.051, 0.102, 0.067, -0.058, -0.057, 0.003, -0.140, -0.001, -0.055, -0.313, 0.063, 0.014, 0.105, 0.113, 0.120, 0.102, 0.113, -0.071, -0.066, -0.001, -0.146, -0.001, -0.066, -0.329, 0.055, 0.056, 0.109, 0.110, 0.119, 0.119, 0.110], "largest_force_ha_per_bohr": 0.170, "homo_lumo_gap_ev": 8.11, "homo_ha": -0.4177, "lumo_ev": -3.261, "multiplicity": 1, "charge": 1}

***

{"formula": "C36H60OP2Y", "method": "ωB97M-V/def2-TZVPD", "elements": ["Y", "C", "C", "C", "C", "C", "C", "H", "H", "H", "C", "H", "H", "H", "C", "H", "H", "H", "C", "H", "H", "H", "C", "H", "H", "H", "C", "C", "C", "C", "C", "C", "C", "C", "H", "H", "H", "H", "H", "H", "H", "H", "H", "H", "H", "H", "P", "P", "C", "C", "H", "H", "H", "H", "C", "H", "H", "H", "C", "H", "H", "H", "C", "H", "H", "H", "C", "H", "H", "H", "C", "C", "C", "C", "C", "C", "C", "C", "C", "C", "C", "C", "O", "H", "H", "H", "H", "H", "H", "H", "H", "H", "H", "H", "H", "H", "H", "H", "H", "H"], "coordinates": [[-1.251, 0.365, 0.819], [0.564, 0.610, 2.432], [1.143, 0.729, 1.134], [-0.354, 2.486, 1.412], [-0.371, 1.688, 2.610], [0.607, 1.902, 0.517], [0.968, -0.423, 3.419], [2.053, -0.606, 3.398], [0.497, -1.390, 3.189], [0.696, -0.140, 4.443], [-1.322, 1.880, 3.749], [-2.294, 1.371, 3.597], [-1.538, 2.948, 3.893], [-0.919, 1.507, 4.702], [-1.287, 3.613, 1.134], [-1.445, 4.224, 2.034], [-2.285, 3.265, 0.799], [-0.870, 4.267, 0.358], [0.935, 2.342, -0.861], [1.834, 2.978, -0.859], [0.119, 2.914, -1.321], [1.161, 1.483, -1.508], [2.130, -0.234, 0.553], [3.175, 0.067, 0.756], [2.031, -0.338, -0.540], [1.994, -1.240, 0.982], [-0.238, -3.644, -1.956], [0.880, -3.674, -1.222], [2.266, -3.228, -1.573], [2.448, -2.682, -3.006], [2.148, -1.235, -3.153], [0.977, -0.708, -3.532], [-0.351, -1.267, -3.037], [-0.546, -2.794, -3.154], [2.950, -4.093, -1.477], [1.903, -3.299, -3.723], [2.628, -2.488, -0.834], [-0.051, -3.191, -4.042], [-1.092, -4.273, -1.645], [0.876, -4.310, -0.325], [-1.618, -2.964, -3.339], [-0.505, -0.947, -1.978], [0.949, 0.338, -3.867], [-1.178, -0.777, -3.588], [3.495, -2.842, -3.281], [2.989, -0.582, -2.902], [-0.919, -1.006, -6.254], [-1.037, 1.872, -6.995], [-1.165, -0.708, -8.094], [-1.662, 0.712, -8.343], [-1.890, -1.453, -8.451], [-0.212, -0.895, -8.611], [-1.312, 1.084, -9.319], [-2.764, 0.747, -8.331], [-1.700, 3.348, -7.890], [-1.308, 4.259, -7.420], [-2.797, 3.348, -7.820], [-1.411, 3.339, -8.954], [0.687, 1.966, -7.688], [0.674, 1.978, -8.788], [1.291, 1.121, -7.335], [1.135, 2.903, -7.329], [-2.513, -1.921, -6.042], [-2.659, -2.197, -4.993], [-2.509, -2.819, -6.670], [-3.336, -1.265, -6.353], [0.318, -2.365, -6.480], [0.839, -2.211, -7.435], [-0.191, -3.333, -6.492], [1.061, -2.322, -5.676], [-2.661, -1.095, 5.890], [-1.683, -1.709, 4.886], [-0.602, -2.504, 5.616], [-2.447, -2.566, 3.893], [-2.944, -3.798, 4.309], [-3.715, -4.577, 3.464], [-3.969, -4.140, 2.166], [-3.585, -2.877, 1.718], [-4.053, -2.314, 0.377], [-4.853, -3.341, -0.439], [-4.893, -1.041, 0.519], [-2.750, -2.111, 2.582], [-2.216, -0.984, 2.140], [-3.128, -1.895, 6.486], [-3.454, -0.546, 5.359], [-2.156, -0.396, 6.569], [-1.222, -0.886, 4.332], [-1.044, -3.236, 6.300], [0.040, -3.041, 4.911], [0.037, -1.836, 6.203], [-2.729, -4.150, 5.317], [-4.113, -5.536, 3.797], [-4.505, -4.802, 1.485], [-3.150, -2.077, -0.217], [-5.813, -3.561, 0.050], [-5.084, -2.957, -1.441], [-4.312, -4.284, -0.577], [-4.432, -0.278, 1.154], [-5.085, -0.598, -0.464], [-5.864, -1.292, 0.965]], "forces_ev_per_a": [[-2.4049, -2.6283, 0.0892], [0.1644, 1.1262, -0.0032], [-0.1822, 0.7474, 0.3119], [1.2261, -0.5367, 0.4698], [0.7822, -0.1730, -0.3602], [-0.0449, 0.0608, 0.8004], [0.2257, -0.6920, 0.2972], [-0.2811, 0.2571, -0.0465], [0.0919, 0.1931, 0.2328], [0.0668, -0.1125, -0.3118], [-0.3050, 0.2565, 0.4935], [0.3696, 0.1262, 0.0578], [0.0554, -0.2710, -0.0361], [-0.0687, 0.0206, -0.3642], [0.0269, 0.4417, -0.1248], [-0.0442, -0.2279, -0.3002], [0.1005, 0.2128, 0.0229], [-0.2809, -0.1587, 0.1351], [0.2106, 0.2565, -0.5754], [-0.2877, -0.1190, -0.0718], [0.2045, -0.0417, 0.0156], [-0.0402, 0.1994, 0.0262], [0.3738, -0.3277, -0.1752], [-0.4425, -0.0640, -0.0564], [0.0020, 0.1335, 0.3037], [0.0700, 0.3262, -0.0825], [-0.0834, 0.1047, 0.7683], [-0.0724, -1.1001, 0.1265], [0.4787, 0.3545, -0.2067], [0.2713, -0.6652, 0.7418], [0.0455, 0.4048, -0.4243], [-0.1793, 0.7805, 1.6632], [-0.3914, -0.1556, -1.3602], [-0.8621, -0.2159, -0.1316], [-0.4726, 0.2051, 0.1772], [-0.0938, 0.1224, 0.1985], [-0.0102, -0.3180, -0.3303], [-0.0561, 0.2435, 0.0148], [0.5634, 0.4199, 0.1619], [-0.2114, 0.2117, -0.3012], [0.2935, 0.0947, -0.0344], [0.2893, -0.1799, -0.0947], [-0.0310, -0.2333, 0.4487], [0.4512, -0.1952, 0.1733], [0.0065, 0.1882, 0.0710], [0.0429, 0.0392, -0.9901], [0.1733, -0.5119, -1.1396], [-0.2329, 0.4912, -1.6966], [-0.0237, -0.1019, 0.1806], [-0.1908, -0.0006, 0.4560], [0.2991, 0.1110, -0.1019], [-0.3013, 0.1829, 0.2002], [-0.2526, -0.0213, 0.3047], [0.2944, 0.0283, -0.0412], [0.0781, 0.4059, 0.0976], [-0.2234, -0.0873, -0.1770], [0.3032, 0.0950, 0.0021], [-0.1045, 0.0508, 0.3645], [0.0244, 0.1063, 0.3967], [-0.0140, -0.0099, 0.3166], [-0.0249, 0.1990, -0.0848], [0.0796, -0.2704, -0.0828], [0.1078, -0.0441, 0.2462], [-0.1386, -0.0339, -0.2094], [-0.1238, 0.1074, 0.1479], [0.1651, -0.1333, 0.1020], [0.0277, -0.1677, 0.2044], [-0.1122, -0.1451, 0.3271], [0.2783, -0.0423, -0.0410], [-0.1203, -0.1945, -0.2060], [-0.2398, 0.0794, -0.0062], [-0.1415, 0.0753, -0.1555], [0.2273, 0.0709, -0.1152], [-0.1842, 0.0646, -0.4054], [-0.2492, 0.0510, -0.0757], [0.1834, -0.2538, -0.2299], [-0.4472, 0.0462, -0.0695], [0.3169, 0.1330, 0.5566], [0.3145, -0.4943, -0.0634], [-0.0546, 0.0239, -0.2128], [-0.1767, 0.0611, 0.0388], [-0.5281, -1.4920, 0.7206], [0.9848, 1.9805, -1.5495], [0.0594, 0.3301, -0.1179], [0.1415, -0.1583, 0.2199], [-0.0712, -0.1834, -0.0727], [-0.1675, -0.2557, 0.1132], [0.1156, 0.1137, -0.0764], [-0.0766, 0.0038, 0.1077], [-0.0990, -0.0758, 0.0458], [-0.0886, 0.0754, -0.1722], [0.2124, 0.2110, -0.1093], [-0.0417, 0.2332, 0.3330], [0.0235, 0.0535, 0.0174], [0.2635, 0.0228, -0.0813], [0.0656, 0.0445, 0.2398], [-0.0538, 0.1958, 0.0686], [0.0271, -0.1170, 0.0606], [-0.0421, -0.0777, 0.0565], [0.1913, 0.1134, -0.0511]], "lowdin_charge": [1.716, -0.286, -0.297, -0.326, -0.290, -0.311, -0.025, 0.104, 0.089, 0.087, -0.018, 0.090, 0.088, 0.093, -0.021, 0.096, 0.091, 0.094, -0.019, 0.110, 0.087, 0.065, -0.021, 0.114, 0.057, 0.085, -0.099, -0.109, -0.181, -0.191, -0.125, -0.155, -0.211, -0.208, 0.124, 0.103, 0.089, 0.086, 0.108, 0.107, 0.091, 0.079, 0.098, 0.067, 0.118, 0.114, 0.829, 0.770, -0.434, -0.460, 0.075, 0.069, 0.074, 0.076, -0.345, 0.029, 0.034, 0.039, -0.312, 0.044, 0.023, 0.033, -0.283, 0.006, 0.045, 0.044, -0.274, 0.037, 0.044, 0.001, -0.055, -0.402, -0.071, -0.129, -0.038, -0.070, -0.040, -0.122, -0.382, -0.084, -0.070, -0.275, -0.268, 0.088, 0.085, 0.081, 0.067, 0.078, 0.084, 0.082, 0.114, 0.108, 0.101, 0.110, 0.093, 0.082, 0.079, 0.054, 0.080, 0.097], "largest_force_ha_per_bohr": 0.069, "homo_lumo_gap_ev": 5.69, "homo_ha": -0.3569, "lumo_ev": -4.019, "multiplicity": 1, "charge": 1}